The following is a quantum chemistry calculation of 10 unconnected molecules or ions with the total composition C45H60FN5O25S4 in a non-equilibrium geometry, from the OMol25 dataset.

The geometry in XYZ format:
```
140
Properties=species:S:1:pos:R:3:forces:R:3
O -5.980006 1.935584 6.348029 1.8 -0.2 -0.4
N -5.347846 1.034124 5.796619 -2.7 -1.0 -1.2
O -5.666926 -0.143526 5.929649 1.0 0.3 0.4
C -4.473746 1.307274 4.620449 1.0 1.3 0.0
C -4.109286 0.320424 3.686439 -0.8 0.2 1.4
C -3.395756 0.677164 2.566229 0.1 -1.7 -0.2
C -2.893656 1.913584 2.408519 0.1 2.5 1.1
C -3.154056 2.902934 3.399519 -0.9 -0.8 -0.8
C -4.025656 2.639724 4.485709 1.4 -0.9 -1.1
H -4.338936 -0.723426 3.841519 -0.4 0.1 0.1
H -3.153166 -0.085436 1.840979 -0.1 -0.1 -0.1
H -2.285656 2.167874 1.552909 0.0 0.1 -0.1
H -2.782666 3.883084 3.139199 0.0 0.3 0.6
H -4.203206 3.390964 5.241029 -0.4 -0.1 -0.1
O -9.624766 -1.064586 -3.306311 1.3 0.7 -2.7
N -9.107476 -0.558296 -4.347951 -1.0 0.9 2.9
O -9.725576 0.152384 -5.137611 0.6 -1.4 0.5
C -7.635846 -0.572076 -4.449081 2.0 1.5 -2.0
C -7.046066 -0.040566 -5.679471 -2.5 -1.6 1.7
C -5.701536 -0.057576 -5.850251 1.3 -1.4 0.6
C -4.862506 -0.565736 -4.831441 -0.1 1.4 1.5
C -5.367326 -0.795376 -3.515531 0.4 -0.1 -3.6
C -6.740686 -0.830236 -3.412451 -0.9 -0.7 1.5
H -7.701626 0.184494 -6.507721 -0.1 0.3 0.1
H -5.307396 0.120144 -6.839931 0.2 0.3 0.1
H -3.789756 -0.542946 -4.954281 0.1 -0.2 -0.2
H -4.737576 -1.075356 -2.684011 0.0 0.2 -0.1
H -6.961306 -1.128036 -2.398031 -1.4 0.0 -0.1
O 2.850034 -1.068546 3.571879 1.9 -0.6 0.2
N 1.774314 -0.555146 3.575599 -0.1 0.5 0.5
O 0.922834 -0.802876 2.775409 -1.8 0.0 -1.4
C 1.479274 0.394654 4.611229 -2.3 2.7 1.7
C 2.241424 0.429584 5.752369 2.2 -1.4 -0.4
C 2.124324 1.309094 6.794259 -1.2 -0.3 0.6
C 0.953374 2.026214 6.883379 -0.4 -0.1 -0.7
C 0.030334 2.014204 5.811849 2.0 -0.5 -0.8
C 0.359404 1.297254 4.592149 0.1 0.1 1.7
H 3.028904 -0.304566 5.837799 0.2 -0.1 -0.2
H 2.763104 1.253524 7.663319 0.3 0.0 -0.2
H 0.783354 2.547164 7.814019 -0.4 0.3 -0.1
H -0.801726 2.680614 5.985029 -0.4 -0.2 -0.8
H -0.242946 1.453904 3.709519 -0.1 -0.3 0.0
O 4.041694 -1.449646 0.193309 0.6 -0.7 -0.3
N 4.990124 -2.224526 0.117199 0.7 0.0 1.3
O 5.619944 -2.637306 1.099349 -0.8 0.4 -1.2
C 5.461594 -2.641866 -1.207531 -0.8 0.6 -2.1
C 4.652264 -2.362466 -2.340921 -0.7 0.3 2.5
C 5.090744 -2.691106 -3.568241 0.4 -1.2 -1.4
C 6.292904 -3.339546 -3.742071 1.2 -0.5 0.8
C 7.172424 -3.608106 -2.650541 -1.4 2.1 -1.5
C 6.728634 -3.166056 -1.402921 0.2 -0.8 1.0
H 3.657284 -1.955946 -2.235321 0.0 0.2 0.3
H 4.508134 -2.625966 -4.475281 -0.4 0.5 0.2
H 6.488184 -3.614506 -4.768061 0.7 -0.2 0.1
H 8.210974 -3.767256 -2.900531 0.0 -0.8 0.5
H 7.303794 -3.298346 -0.498431 0.4 0.0 -0.1
O 0.787334 4.504504 -1.615701 -0.4 -0.1 1.1
N 0.444144 4.303314 -0.445521 0.5 -0.9 -2.0
O -0.182966 3.267884 -0.131811 1.1 2.3 0.5
C 0.916694 5.363594 0.505839 -1.4 -1.4 1.8
C 1.252334 6.650204 0.092069 -0.8 -0.2 0.8
C 1.396584 7.618164 1.114169 0.4 -0.4 -1.6
C 1.295014 7.285924 2.442259 1.4 -0.3 0.0
C 1.258154 5.945294 2.796569 -0.9 0.0 0.4
C 0.884954 4.981604 1.874759 0.6 0.9 -0.8
H 1.255714 6.881984 -0.962761 0.2 0.1 0.0
H 1.769994 8.596694 0.850659 -0.5 0.3 -0.2
H 1.508084 8.054224 3.170759 -0.1 0.0 0.2
H 1.447244 5.656644 3.819959 -0.3 0.0 0.2
H 0.659504 3.996474 2.255679 0.1 -0.1 -0.6
O -2.706886 0.224454 -2.711061 5.1 0.0 3.1
C -1.695936 0.256174 -1.916411 -5.3 0.6 -4.3
O -1.819256 0.130154 -0.640581 -1.6 -0.3 1.1
C -0.572716 0.022624 -0.083301 2.4 0.3 2.3
C 0.444594 0.289434 -1.223691 -2.3 -0.6 4.5
F 1.067764 -0.894706 -1.300611 1.6 -0.9 -1.7
O -0.431666 0.537654 -2.231921 0.6 0.4 -3.2
H -0.339756 0.739474 0.704079 -0.8 0.3 0.1
H -0.439976 -0.952666 0.384989 0.0 -0.1 -0.3
H 1.082974 1.082254 -0.833811 0.4 0.1 -1.5
C -3.338346 -4.294516 -3.271271 0.3 0.8 -1.9
C -1.920856 -3.712106 -3.175321 -1.8 -1.2 0.1
O -1.404406 -4.194666 -1.869341 1.0 -0.7 -0.1
S -1.173026 -5.828136 -1.591341 1.8 -2.1 -2.6
C -2.693446 -6.169736 -0.748351 -0.3 0.8 0.2
O -1.128196 -6.608046 -2.885401 -0.2 2.6 3.2
O -0.031516 -6.032776 -0.667811 -2.7 1.2 -1.8
H -3.878266 -3.855936 -4.110461 0.3 0.2 -0.6
H -3.969916 -3.872016 -2.489781 0.2 -1.0 0.7
H -3.281036 -5.344826 -3.557031 -0.5 -0.2 1.0
H -1.276166 -3.964286 -4.017271 0.1 -0.4 0.4
H -2.120216 -2.643196 -3.251431 1.0 0.3 1.2
H -2.788966 -7.187356 -0.369621 0.5 0.2 0.0
H -3.558466 -5.935426 -1.368781 0.4 -0.1 -0.3
H -2.665346 -5.389116 0.011869 -0.2 -0.4 0.5
C -1.921036 -2.492486 5.844239 0.5 0.6 1.0
C -2.360916 -3.163676 4.587099 -0.9 -0.4 0.5
O -1.364106 -3.065466 3.598869 2.2 -1.2 -0.6
S -0.083856 -4.221606 3.676279 -0.4 0.2 -3.7
C 0.425064 -3.948776 1.775599 -0.9 -0.6 1.7
O 1.007994 -3.770436 4.501059 -1.1 -0.1 0.0
O -0.653756 -5.558296 3.812139 0.5 1.8 0.4
H -0.868066 -2.730296 5.995259 0.0 -0.1 0.4
H -2.500806 -2.742616 6.732719 0.0 -0.5 -0.1
H -1.986196 -1.404516 5.830829 0.0 0.1 -0.5
H -2.605066 -4.216906 4.725639 0.0 -0.1 0.2
H -3.277666 -2.694486 4.229999 0.1 0.0 -0.5
H 0.856974 -2.950996 1.698239 -0.2 -0.2 0.1
H -0.473506 -4.128976 1.185509 -0.2 0.5 0.3
H 1.074394 -4.742126 1.405379 0.4 0.0 0.8
C 1.356964 -1.567346 -5.620301 -0.1 -2.3 1.5
C 1.159824 -0.528446 -6.599831 0.9 1.6 -1.9
O 1.127854 0.773014 -5.943861 0.8 1.7 0.4
S 2.521254 1.643304 -5.434711 -0.5 -1.8 -1.3
C 2.216884 1.597164 -3.627951 -0.4 1.5 -0.9
O 3.639864 0.715714 -5.651621 -1.2 1.7 0.0
O 2.456944 2.980114 -6.048931 0.1 -2.8 1.6
H 0.766654 -1.284346 -4.748781 0.5 0.1 0.5
H 2.397794 -1.833206 -5.435621 0.0 0.6 0.5
H 0.919804 -2.539036 -5.850111 -0.2 0.0 -0.7
H 1.904414 -0.495036 -7.395181 0.5 -0.1 0.3
H 0.265424 -0.674916 -7.205381 -0.6 0.6 0.6
H 1.933314 0.580234 -3.356761 0.3 0.2 -0.1
H 1.453814 2.346314 -3.416771 -0.6 -0.4 -0.2
H 3.048574 2.045104 -3.084141 0.5 -0.6 -0.3
C 4.383354 5.632984 -0.326391 0.1 0.2 -0.1
C 4.913214 4.251724 -0.054801 0.6 0.8 0.8
O 4.345524 3.794694 1.210749 -2.2 -2.2 -0.8
S 3.375044 2.420404 1.195689 0.2 1.3 2.4
C 4.675784 1.254154 1.680939 -1.4 -0.9 -0.4
O 2.426444 2.564234 2.329939 2.1 -0.4 -2.4
O 2.850464 2.176234 -0.136571 0.7 0.3 1.1
H 3.520024 5.615414 -0.991571 0.0 0.0 0.1
H 5.198224 6.188294 -0.790861 -0.2 0.3 -0.1
H 4.108304 6.096844 0.620859 0.1 0.2 -0.1
H 4.793804 3.659894 -0.962311 -0.2 -0.7 0.6
H 5.959874 4.314584 0.242929 0.2 -0.1 -0.5
H 5.306394 1.608244 2.496449 0.0 0.4 -0.5
H 5.123254 0.880174 0.760059 0.5 0.5 0.1
H 4.162964 0.366894 2.052239 -0.3 0.0 0.1
```
Positions in Å, forces in eV/Å.

Calculated values
**Energy**: -5597.3939 hartree
**SMILES**: O=[N+]([O-])c1ccccc1.O=[N+]([O-])c1ccccc1.O=[N+]([O-])c1ccccc1.O=[N+]([O-])c1ccccc1.O=[N+]([O-])c1ccccc1.O=C1OC[C@@H](F)O1.CCOS(C)(=O)=O.CCOS(C)(=O)=O.CCOS(C)(=O)=O.CCOS(C)(=O)=O
**Kohn-Sham gap**: 8.53 eV